Below is a molecular structure, C21H31B2F4HgN6O7S, with properties calculated with wB97M-V/def2-TZVPD.

Computed properties:
spin multiplicity	2
Kohn-Sham gap (spin up / spin down)	6.54 / 7.95	eV

Geometry (Å):
Hg -0.5354 0.4381 0.0806
C 1.5698 2.1424 3.9207
C 0.7175 1.9559 2.7027
N 0.1033 0.8634 2.4255
O 0.2923 -0.1391 3.2816
B -0.6883 -1.2905 3.4378
F 0.0962 -2.3648 3.8095
F -1.5985 -0.9040 4.4185
O -1.4632 -1.7829 2.2549
N -2.0671 -0.9017 1.4417
C -3.1541 -1.2879 0.8948
C -3.8067 -2.6033 1.1840
C -3.7672 -0.3367 -0.1010
N -3.0786 0.6748 -0.4440
O -3.6989 1.5598 -1.3269
B -1.6958 4.3591 -0.3658
F -2.7357 3.9716 0.3530
F -1.8777 5.1925 -1.3834
O -0.4113 3.9997 -0.0802
N -0.3311 2.9198 0.8249
C 0.5403 3.0810 1.7434
C 1.4003 4.2939 1.9155
C -5.1549 -0.5947 -0.6127
H 1.5656 1.2252 4.5014
H 1.1953 2.9564 4.5442
H 2.6000 2.3828 3.6472
H -3.2595 -3.1088 1.9724
H -3.8102 -3.2358 0.2921
H -4.8412 -2.4668 1.5025
H 1.1465 5.0677 1.1990
H 2.4467 4.0126 1.7786
H 1.3005 4.6842 2.9281
H -5.5000 -1.5921 -0.3600
H -5.2038 -0.4721 -1.6935
H -5.8395 0.1376 -0.1803
S 1.4623 -4.2741 0.8323
C 0.6235 -2.9529 0.0889
N 1.1534 -1.7888 0.2375
C 2.3104 -1.8670 0.9942
C 3.0939 -0.7706 1.3612
C 4.2137 -0.9961 2.1314
C 4.5580 -2.2929 2.5398
C 3.7878 -3.3820 2.1902
C 2.6531 -3.1574 1.4118
H -0.3057 -3.1148 -0.4456
H 2.7965 0.2188 1.0378
H 4.8341 -0.1636 2.4399
H 5.4396 -2.4417 3.1505
H 4.0495 -4.3777 2.5231
N -3.3299 0.0766 -3.7293
C -3.2127 -1.3802 -3.6867
C -2.1046 -1.8367 -2.7585
O -2.1369 -2.8704 -2.1581
O -1.0750 -0.9616 -2.6628
H -3.9022 0.3659 -4.5123
H -2.4114 0.4919 -3.8395
H -3.8173 1.0515 -2.1576
H -2.9869 -1.8322 -4.6618
H -4.1374 -1.8327 -3.3333
C 3.7247 2.4877 -2.7664
C 3.1913 1.3390 -1.9485
C 3.8186 -0.0175 -2.1622
O 2.2908 1.4902 -1.1561
H 4.7848 2.3697 -2.9921
H 3.5399 3.4278 -2.2510
H 3.1874 2.5075 -3.7191
H 4.0594 -0.1894 -3.2129
H 3.1606 -0.7924 -1.7724
H 4.7601 -0.0535 -1.6061
C 0.1364 -1.2819 -3.3581
H 0.8393 -0.4969 -3.0922
H -0.0293 -1.2937 -4.4380
H 0.5244 -2.2453 -3.0250

***

Below is 5 unconnected molecules or ions with the total composition C21H31ClF12O15P2 at a distorted geometry, with properties calculated with wB97M-V/def2-TZVPD.

Computed properties:
SMILES	CCC(=O)OCCO[P@](=O)(O)OP(O)Cl.CCOC(=O)C(F)(F)F.CCOC(=O)C(F)(F)F.CCOC(=O)C(F)(F)F.CCOC(=O)C(F)(F)F
Kohn-Sham gap	10.31	eV

Geometry (Å):
C 3.9490 3.7092 -5.0986
C 4.4993 4.4465 -3.8709
C 3.4486 5.2206 -3.1211
O 3.4991 5.4497 -1.9522
O 2.4260 5.6669 -3.8989
C 1.1338 5.3408 -3.3824
C 0.2044 5.1436 -4.5645
O -1.1718 5.3985 -4.2299
P -2.0345 4.3430 -3.4242
O -3.3565 4.8930 -3.1370
O -1.2360 3.9227 -2.1146
O -2.1153 3.0038 -4.3195
P -1.3129 1.5617 -4.1248
O 0.1686 2.0514 -3.6620
Cl -2.0431 0.8812 -2.3343
H 2.9371 3.3570 -4.8924
H 4.5815 2.8699 -5.3746
H 3.8532 4.4043 -5.9311
H 5.2633 5.1720 -4.1590
H 4.9595 3.7441 -3.1805
H 1.2012 4.4118 -2.8139
H 0.7366 6.0880 -2.6926
H 0.4787 5.8681 -5.3312
H 0.3059 4.1608 -5.0197
H -1.2681 4.6886 -1.5207
H 0.7976 1.5904 -4.2355
C 0.7712 -2.7069 1.9930
C 1.7368 -3.3570 1.0300
O 1.1554 -3.5312 -0.2838
C 1.0711 -2.4471 -1.0305
O 1.4272 -1.3397 -0.7586
C 0.4503 -2.8096 -2.3935
F -0.6696 -3.5381 -2.2548
F 1.3092 -3.5276 -3.1313
F 0.1395 -1.7154 -3.0820
H -0.1572 -3.2773 2.0477
H 1.2109 -2.6528 2.9833
H 0.5152 -1.6963 1.6769
H 1.9894 -4.3610 1.3618
H 2.6651 -2.7932 0.9453
C 2.2341 1.2736 7.9233
C 1.4255 0.2649 7.1367
O 2.1586 -0.2325 5.9933
C 3.1012 -1.1215 6.2468
O 3.4159 -1.5710 7.3079
C 3.7574 -1.5579 4.9216
F 4.0991 -0.5062 4.1713
F 2.8968 -2.3096 4.2079
F 4.8502 -2.2780 5.1402
H 2.5597 2.0905 7.2783
H 1.6313 1.6808 8.7342
H 3.1250 0.8171 8.3517
H 0.5363 0.7325 6.7221
H 1.1140 -0.5636 7.7575
C -2.3497 -3.0445 -4.7341
C -1.3796 -3.7199 -5.6757
O -1.9619 -3.9639 -6.9747
C -2.0590 -2.9143 -7.7722
O -1.7053 -1.7953 -7.5446
C -2.6826 -3.3442 -9.1169
F -3.7910 -4.0668 -8.9261
F -1.8094 -4.0917 -9.8063
F -2.9940 -2.2806 -9.8480
H -3.2659 -3.6302 -4.6448
H -1.9010 -2.9355 -3.7563
H -2.6294 -2.0546 -5.0943
H -1.1068 -4.7028 -5.2978
H -0.4612 -3.1449 -5.7938
C -5.0420 -0.5268 6.0717
C -4.8225 -1.8413 6.7868
O -3.4336 -2.0402 7.1326
C -2.9871 -1.3545 8.1701
O -3.6000 -0.5973 8.8613
C -1.5028 -1.6983 8.4117
F -0.7951 -1.6136 7.2744
F -1.3827 -2.9431 8.8828
F -0.9648 -0.8645 9.2970
H -4.4054 -0.4639 5.1887
H -6.0829 -0.4400 5.7636
H -4.8024 0.3183 6.7148
H -5.0719 -2.6755 6.1358
H -5.4350 -1.9237 7.6837

***

Below is a molecular structure, C21H31F5MoP2 at a distorted geometry, with properties calculated with wB97M-V/def2-TZVPD.

Computed properties:
total charge	+2
spin multiplicity	3
Kohn-Sham gap (spin up / spin down)	5.91 / 4.25	eV

Geometry (Å):
P -0.1189 -1.8792 -2.8333
P 0.3023 1.2591 -2.6685
C -0.2946 -0.9019 -4.4213
C 0.4360 0.4414 -4.3550
H -1.3726 -0.7648 -4.5920
H 0.1175 -1.5310 -5.2236
H 1.5099 0.3254 -4.5541
H 0.0142 1.1548 -5.0734
C -1.3789 1.9646 -2.9868
H -1.6286 2.6827 -2.1939
H -2.1429 1.1754 -3.0028
H -1.3381 2.4752 -3.9593
C 1.2628 2.7702 -3.0793
H 0.8141 3.2373 -3.9681
H 2.3092 2.4986 -3.2776
H 1.2214 3.4588 -2.2261
C -1.0401 -3.3877 -3.3050
H -0.9162 -4.1291 -2.5063
H -0.6404 -3.7790 -4.2505
H -2.1063 -3.1468 -3.4108
C 1.5812 -2.4815 -3.2319
H 2.3130 -1.6621 -3.2165
H 1.5454 -2.9372 -4.2329
H 1.8845 -3.2329 -2.4904
Mo 0.0353 -0.3819 2.3559
C 0.7209 1.2334 0.9451
C -0.7020 1.1096 0.8578
C -1.4697 0.3005 -0.1464
C -1.8743 -1.1393 0.2752
C -0.8044 -1.8823 1.0085
C 0.6174 -1.7919 0.8110
C 1.2871 -0.9521 -0.2307
C 1.7602 0.4596 0.1826
C 0.4352 -1.8664 3.7766
H 1.0787 2.1567 1.4141
H -1.2792 1.8985 1.3600
H -0.8920 0.2363 -1.0940
H -2.3797 0.8617 -0.4289
H -2.7695 -1.0601 0.9112
H -2.1958 -1.7017 -0.6182
H -1.1471 -2.7821 1.5284
H 1.2070 -2.6285 1.2044
H 0.5710 -0.8033 -1.0657
H 2.1347 -1.5067 -0.6624
H 2.6756 0.3655 0.7933
H 2.0548 1.0258 -0.7211
H 1.3176 -1.4998 4.3341
H 0.5901 -2.8715 3.3623
H -0.4575 -1.8231 4.4271
F -2.4951 0.7084 4.1883
C -1.3641 1.2544 4.7094
C -0.1246 1.0022 4.1241
C 1.0008 1.5621 4.7324
F 2.2439 1.3303 4.2278
C 0.9064 2.3597 5.8730
F 2.0138 2.8877 6.4427
C -0.3541 2.6064 6.4238
F -0.4644 3.3879 7.5147
C -1.4974 2.0528 5.8520
F -2.7135 2.2809 6.3915

***

Below is 2 unconnected molecules or ions with the total composition C21H31F5N5 at a distorted geometry, with properties calculated with wB97M-V/def2-TZVPD.

Computed properties:
total charge	+1
Kohn-Sham gap	7.65	eV

Geometry (Å):
C -3.8851 2.1912 -0.8857
C -3.4785 1.1677 -1.3499
N -2.9528 0.0221 -1.8898
C -2.2456 -0.7883 -0.9584
N -0.8682 -0.7738 -0.9166
C -0.2939 -1.7257 -1.9048
C -0.2786 0.5792 -1.0753
C 0.4272 1.0515 0.2084
C 1.5206 2.0827 -0.1307
C 2.9013 1.4785 -0.3289
F 3.8322 2.3315 0.1684
F 3.0459 0.3196 0.3644
C 3.2968 1.1807 -1.8251
F 3.3105 -0.1343 -2.0527
F 2.4551 1.7555 -2.6875
F 4.5134 1.6402 -2.0836
N -2.9080 -1.5652 -0.1620
C -4.3546 -1.7009 -0.1884
C -4.9444 -2.4999 -1.0875
C -2.2898 -2.4242 0.8672
C -2.1535 -3.8970 0.4487
C -0.9617 -4.5474 1.1659
C 0.3763 -4.0977 0.5771
C 1.5995 -4.7944 1.2148
N 1.3385 -5.2041 2.5991
H -4.1933 3.0699 -0.3657
H -3.6188 -0.4988 -2.4479
H -0.4132 -1.3676 -2.9291
H 0.7577 -1.8557 -1.6597
H -0.7785 -2.6938 -1.7896
H 0.4705 0.5102 -1.8650
H -0.9932 1.3358 -1.3937
H -0.3186 1.5852 0.8010
H 0.8060 0.2119 0.7832
H 1.5953 2.7719 0.7096
H 1.1811 2.6780 -0.9758
H -4.9061 -1.1287 0.5486
H -5.7617 -3.1599 -0.8203
H -4.5909 -2.5418 -2.1154
H -3.0017 -2.4005 1.6942
H -1.3673 -1.9807 1.2288
H -2.0861 -4.0085 -0.6371
H -3.0721 -4.4115 0.7359
H -1.0445 -5.6320 1.1047
H -1.0024 -4.2087 2.2020
H 0.3888 -4.2993 -0.4973
H 0.4852 -3.0180 0.7205
H 2.4467 -4.1096 1.2137
H 1.8795 -5.6327 0.5673
H 2.2147 -5.2473 3.1035
H 0.9593 -6.1425 2.6181
N 1.7164 7.2837 2.1544
C 2.1349 6.0459 2.4058
C 2.7744 5.2462 1.4700
C 2.9950 5.7638 0.2029
C 2.5633 7.0499 -0.0757
C 1.9326 7.7653 0.9325
H 1.9442 5.6797 3.4090
H 3.1025 4.2482 1.7256
H 3.4990 5.1740 -0.5533
H 2.7145 7.4937 -1.0501
H 1.5840 8.7769 0.7574